A 19-piece molecular cluster, C64H173N7O19 overall at a distorted geometry, computed with ωB97M-V/def2-TZVPD.

The geometry in XYZ format:
```
263
Properties=species:S:1:pos:R:3
C 13.17 25.67 9.21
C 12.46 25.24 10.46
C 11.05 25.83 10.59
O 11.22 27.21 10.60
C 10.04 27.95 10.63
N 12.30 23.79 10.38
H 12.55 25.44 8.33
H 14.04 25.01 9.11
H 13.50 26.71 9.15
H 13.12 25.41 11.33
H 10.63 25.42 11.52
H 10.45 25.43 9.72
H 10.25 28.98 10.88
H 9.37 27.54 11.43
H 9.52 27.99 9.66
H 13.20 23.33 10.46
H 12.01 23.58 9.44
C 21.02 18.52 16.16
C 20.15 17.88 17.27
C 18.89 18.71 17.47
O 18.17 18.17 18.55
C 16.96 18.84 18.93
N 20.03 16.49 16.97
H 20.75 18.12 15.19
H 22.08 18.33 16.29
H 20.86 19.59 16.02
H 20.78 17.94 18.15
H 18.29 18.66 16.54
H 19.12 19.75 17.69
H 16.69 18.41 19.89
H 16.17 18.55 18.23
H 17.07 19.94 19.02
H 19.50 16.06 17.73
H 19.38 16.34 16.15
C 17.06 25.12 17.63
C 16.49 23.87 18.31
C 15.68 24.14 19.55
O 16.61 24.54 20.59
C 16.01 24.84 21.78
N 15.65 23.14 17.33
H 16.31 25.86 17.39
H 17.60 24.89 16.73
H 17.79 25.54 18.35
H 17.23 23.16 18.59
H 15.16 23.24 19.89
H 14.95 24.98 19.40
H 16.74 25.10 22.55
H 15.46 24.00 22.25
H 15.29 25.69 21.79
H 15.12 22.37 17.77
H 15.01 23.70 16.78
C 16.28 15.01 8.63
C 17.19 13.78 8.40
C 18.40 13.66 9.37
O 19.21 14.75 9.17
C 20.56 14.56 9.46
N 16.37 12.64 8.71
H 15.89 14.88 9.65
H 15.38 14.97 8.04
H 16.88 15.90 8.54
H 17.62 13.79 7.37
H 18.87 12.66 9.21
H 18.05 13.62 10.42
H 21.01 13.87 8.76
H 20.69 14.23 10.49
H 21.01 15.55 9.42
H 16.80 11.71 8.65
H 15.52 12.53 8.15
C 15.87 14.22 18.01
C 15.57 15.28 16.96
C 14.33 16.16 17.38
O 13.19 15.37 17.59
C 12.17 16.09 18.29
N 16.78 16.10 16.85
H 15.00 13.56 18.01
H 15.87 14.66 19.00
H 16.75 13.66 17.79
H 15.39 14.72 16.05
H 14.18 16.98 16.66
H 14.56 16.72 18.32
H 11.40 15.33 18.53
H 11.77 16.91 17.67
H 12.63 16.46 19.19
H 16.76 16.85 16.18
H 16.91 16.57 17.77
C 10.92 16.23 14.56
C 9.96 15.63 13.60
C 9.63 14.17 13.89
O 8.71 13.70 12.93
C 8.70 12.28 12.79
N 8.71 16.47 13.59
H 11.21 17.22 14.15
H 11.85 15.68 14.66
H 10.50 16.36 15.53
H 10.36 15.74 12.60
H 9.10 14.14 14.87
H 10.51 13.52 13.92
H 8.21 12.02 11.88
H 8.13 11.78 13.58
H 9.71 11.90 12.83
H 7.91 16.11 13.07
H 8.41 16.73 14.52
C 21.38 10.73 17.39
C 20.74 11.11 16.07
C 19.79 12.29 16.35
O 19.12 12.61 15.19
C 18.76 14.02 15.08
N 21.75 11.38 15.03
H 20.67 10.78 18.21
H 22.11 11.49 17.66
H 21.87 9.76 17.34
H 20.08 10.29 15.71
H 20.32 13.18 16.68
H 19.14 11.93 17.19
H 18.12 14.32 15.90
H 18.28 14.18 14.12
H 19.64 14.64 15.14
H 22.46 12.09 15.29
H 21.26 11.73 14.18
C 11.82 19.85 17.15
C 12.68 21.10 17.25
C 11.98 22.33 17.80
O 13.83 20.79 17.96
H 10.99 20.07 16.48
H 11.40 19.55 18.10
H 12.32 18.99 16.71
H 13.06 21.39 16.28
H 11.54 22.14 18.79
H 11.17 22.52 17.10
H 12.59 23.20 17.81
H 13.55 20.31 18.74
C 12.73 12.39 16.04
C 11.63 12.83 16.99
C 10.51 11.81 16.90
O 12.14 12.80 18.29
H 13.14 11.39 16.26
H 13.62 13.04 16.05
H 12.41 12.38 14.96
H 11.40 13.83 16.66
H 10.84 10.94 17.44
H 10.25 11.60 15.87
H 9.59 12.13 17.42
H 12.89 13.41 18.32
C 12.61 15.18 11.18
C 11.99 13.79 11.16
C 12.16 13.17 9.78
O 12.50 12.96 12.18
H 12.15 15.87 10.49
H 13.67 15.09 10.96
H 12.55 15.70 12.13
H 10.93 13.90 11.39
H 13.23 12.96 9.57
H 11.82 13.80 9.00
H 11.65 12.21 9.76
H 13.43 12.77 11.96
C 12.49 20.08 9.96
C 13.82 19.92 9.21
C 13.90 18.55 8.49
O 13.80 21.00 8.27
H 12.24 19.31 10.71
H 11.66 20.05 9.20
H 12.47 21.04 10.49
H 14.64 20.15 9.86
H 14.86 18.42 8.03
H 13.12 18.51 7.72
H 13.74 17.79 9.28
H 14.65 21.02 7.84
C 11.55 20.59 13.27
C 10.45 21.43 12.60
C 9.11 21.37 13.41
O 10.86 22.73 12.53
H 11.34 19.51 13.19
H 11.72 20.81 14.33
H 12.48 20.86 12.79
H 10.32 20.94 11.62
H 8.35 21.91 12.83
H 9.22 21.97 14.29
H 8.83 20.34 13.52
H 11.38 22.96 11.74
C 11.86 25.17 14.17
C 12.86 24.17 14.82
C 13.84 23.68 13.81
O 13.63 24.75 15.91
H 11.09 25.50 14.86
H 11.43 24.57 13.39
H 12.39 26.00 13.68
H 12.26 23.33 15.24
H 14.29 24.54 13.29
H 13.36 23.01 13.11
H 14.63 23.14 14.34
H 13.66 25.70 15.77
C 15.54 13.04 13.60
C 16.20 12.61 12.33
C 16.97 11.32 12.53
O 15.18 12.38 11.36
H 16.20 13.16 14.47
H 14.81 12.26 13.91
H 15.05 14.00 13.44
H 16.84 13.42 11.99
H 17.76 11.45 13.26
H 17.36 10.88 11.63
H 16.23 10.61 12.99
H 15.64 12.51 10.49
C 20.31 16.52 12.72
C 19.02 17.36 12.73
C 18.00 16.89 11.70
O 18.43 17.17 14.04
H 20.05 15.44 12.65
H 20.95 16.57 13.58
H 20.85 16.76 11.81
H 19.35 18.43 12.59
H 17.84 15.82 11.82
H 18.33 17.21 10.71
H 17.12 17.49 11.76
H 17.62 17.68 14.01
C 15.03 19.81 12.96
C 14.97 18.84 14.18
C 14.77 17.42 13.70
O 16.21 18.85 14.88
H 16.00 19.71 12.48
H 15.01 20.86 13.22
H 14.19 19.56 12.28
H 14.16 19.19 14.80
H 14.78 16.65 14.48
H 15.44 17.11 12.88
H 13.76 17.34 13.28
H 16.48 19.78 15.09
C 16.55 22.43 9.98
C 17.55 21.64 9.12
C 18.42 20.67 9.89
O 16.87 20.93 8.10
H 15.72 22.83 9.40
H 16.99 23.22 10.57
H 16.03 21.69 10.58
H 18.24 22.43 8.60
H 19.29 20.29 9.34
H 17.77 19.84 10.29
H 18.76 21.13 10.80
H 17.49 20.21 7.87
C 18.61 20.75 14.12
C 17.89 21.94 14.74
C 17.63 23.03 13.71
O 16.60 21.50 15.24
H 19.54 21.17 13.71
H 18.00 20.36 13.30
H 18.91 19.98 14.86
H 18.45 22.36 15.60
H 17.06 22.63 12.86
H 18.54 23.51 13.37
H 16.96 23.79 14.08
H 16.29 22.20 15.92
C 9.69 17.31 9.71
C 9.09 18.32 10.67
C 7.59 18.07 10.81
O 9.75 18.49 11.92
H 8.99 17.27 8.91
H 9.74 16.33 10.18
H 10.70 17.58 9.33
H 9.13 19.35 10.24
H 7.17 18.74 11.48
H 7.43 17.01 11.09
H 7.17 18.17 9.80
H 9.39 17.91 12.61
```

Properties
* energy above the lowest of the compared OMol25 structures with the same formula, charge and spin: 19.4 kcal/mol
* molecular weight: 1345.118 g/mol
* LUMO energy: 0.4 eV
* highest occupied orbital energy: -8.600 eV